# 1
DFT (wB97M-V/def2-TZVPD) results for a molecular structure, C47H49Br2N5P2STl in a non-equilibrium geometry.

Summary:
LUMO (spin up / spin down) in hartree: -0.376 / -0.377
Kohn-Sham gap (spin up / spin down) in eV: 3.94 / 3.92
Energy relative to the best compared isomer or geometry (same formula, charge and spin) in kcal per mole: 32.0
Total charge: +3
M in g/mol: 1142.2

Positions of all 107 atoms, in Å:
H (-0.58141, -6.48426, -0.89641)
H (0.18774, -5.58257, 1.33938)
H (-2.92571, -3.06013, 3.45354)
C (6.64277, -1.84768, -1.61571)
H (-6.69987, 0.93436, -2.13990)
C (0.81854, -3.72414, 0.50061)
H (-4.98001, -3.89998, -0.19026)
C (3.79426, -2.12783, 5.36749)
C (0.74001, -2.44943, -2.96831)
C (-1.55264, 2.46296, 5.46517)
C (0.61370, 1.90015, -6.00572)
C (-0.15635, -5.49841, -0.79804)
H (1.20058, -3.32331, 1.45909)
H (-1.81412, 1.12128, -3.00965)
C (-0.61191, 3.46508, 5.68791)
P (-2.18658, 0.14752, -0.30927)
H (7.12734, -0.68728, 0.19424)
P (0.45339, -0.05423, 3.00154)
N (-2.23298, 1.20942, 0.89821)
H (4.77263, -0.07398, 0.60414)
C (1.47524, 0.24845, -4.46585)
H (-6.34354, 5.52683, 1.49943)
C (-3.36960, 0.67814, -1.54062)
H (-1.76161, 3.49426, 2.55261)
H (-2.51024, 2.56331, 5.95329)
C (-3.77106, 1.53873, -3.73626)
H (3.30828, -0.73895, -4.27762)
H (4.59467, -2.69599, 3.50723)
H (5.77145, 2.86903, -1.20345)
Tl (1.46427, -0.00326, -0.70083)
H (-4.12392, 2.81038, 2.26869)
C (-2.51541, -1.74279, 1.80048)
C (4.27896, -1.95451, -2.02166)
C (5.60787, -2.35257, -2.34720)
C (-3.14006, -2.83994, 2.40785)
C (-5.63917, 1.06828, -2.29507)
Br (3.34729, 2.97788, -0.78751)
C (2.88247, -1.39222, 3.27838)
C (0.64604, 2.82141, -4.98570)
H (2.91969, -1.29028, 7.10760)
C (-3.95526, -3.69194, 1.67505)
H (-3.38769, 1.88778, -4.69554)
C (0.95880, 2.35071, -3.71562)
C (3.82914, -2.10676, 3.97845)
H (2.92678, -1.32058, 2.18008)
H (-7.13695, 4.45881, 0.31182)
H (0.30370, 2.19425, -7.01541)
C (0.00823, -4.66855, -1.92208)
C (0.61113, -3.39535, -1.79512)
H (-5.08670, 0.40304, -0.28990)
C (-3.68155, -2.23576, -0.25627)
H (-3.95951, -2.00834, -1.29975)
H (4.55434, -2.70523, 5.86777)
H (5.74536, -3.04533, -3.20247)
H (-2.04042, 0.70637, 4.31749)
H (0.59579, -2.99531, -3.90951)
S (-4.75439, 4.10512, 0.36263)
H (-6.57346, 3.77520, 1.86419)
C (-2.88191, 1.10660, -2.77360)
C (1.10157, 0.61455, -5.77058)
C (-2.27802, 3.70143, 1.59608)
C (0.95936, 2.24909, 4.36889)
H (-1.79641, -1.12884, 2.33940)
H (0.99220, -0.40405, 5.96703)
N (4.00465, -1.09729, -1.00838)
C (4.95847, 3.17318, -1.87043)
H (2.08049, -1.68827, -5.06726)
C (2.84476, -1.41282, 6.04209)
Br (5.08460, 2.07087, -3.43528)
H (1.20286, -0.09346, -6.59656)
H (-1.83422, 4.64605, 1.27320)
C (-2.83258, -1.40162, 0.47589)
H (-0.73068, 2.63787, 0.55015)
C (0.00809, 1.23931, 4.10148)
H (2.85562, -3.56694, -2.28192)
H (-4.00250, 4.56605, 2.53767)
C (-3.78042, 3.76067, 1.84029)
C (1.76823, -0.86894, 5.38252)
N (1.38936, 1.10801, -3.44783)
C (-1.28817, 1.40753, 4.62485)
H (-0.06255, -1.65954, -2.92405)
H (0.36764, 3.85933, -5.14338)
H (3.55804, -2.93755, -3.79828)
C (-4.29139, -3.32436, 0.38240)
C (-6.36805, 4.52581, 1.09702)
C (6.37182, -1.00340, -0.52863)
C (0.65516, 3.35909, 5.12694)
H (7.65776, -2.05567, -1.88256)
C (3.17655, -2.61749, -2.79434)
H (-0.21210, -5.09391, -2.89914)
C (-5.14566, 1.50524, -3.49712)
C (-4.73991, 0.69005, -1.28206)
H (5.00725, 4.19808, -2.20008)
H (1.43897, 4.09463, 5.27780)
H (-5.83282, 1.84764, -4.29059)
H (-2.20769, 2.94840, -0.44618)
H (1.94902, 2.13156, 3.91467)
N (2.01978, -1.70082, -2.94005)
H (0.85397, 3.01857, -2.86125)
H (-0.86774, 4.30026, 6.29903)
H (-4.32704, -4.58113, 2.13048)
C (5.05877, -0.69479, -0.25974)
C (0.25687, -5.01344, 0.44201)
N (0.99991, -2.94806, -0.58244)
C (2.24883, -0.99643, -4.21498)
C (-1.82582, 2.62362, 0.55245)
C (1.74675, -0.81648, 3.96672)

Results of the Mulliken charge analysis, in e, for atoms 1 through 6:
1. H 0.50
2. H 0.56
3. H 0.43
4. C -0.51
5. H 0.48
6. C -0.48

---

# 2
DFT (wB97M-V/def2-TZVPD) results for 2 unconnected molecules or ions with the total composition C6H8N in a non-equilibrium geometry.

Summary:
LUMO (spin up / spin down) in hartree: -0.222 / -0.222
Kohn-Sham gap (spin up / spin down) in eV: 7.14 / 7.14
Energy relative to the best compared isomer or geometry (same formula, charge and spin) in kcal per mole: 155.0
Total charge: +1
M in g/mol: 94.1

Positions of all 15 atoms, in Å:
C (-3.56264, 0.51991, -0.44131)
H (0.73942, 0.33501, -1.34721)
C (-0.77981, -1.42881, 1.24364)
H (0.32853, 1.97447, -0.81028)
C (1.11870, 1.23646, -0.88065)
N (-2.66004, 0.19468, 0.21084)
H (0.37382, -3.09426, 1.65550)
C (-0.67332, -0.11398, 1.76517)
H (-0.17449, 0.57436, 2.41116)
H (1.91986, 1.63579, -1.48623)
H (-0.97985, -3.35728, 0.43929)
H (-4.37946, 0.84975, -1.02530)
C (-0.45473, -2.68738, 1.09732)
H (1.49959, 1.00622, 0.10563)
C (-1.67536, -0.27571, 0.88301)

Results of the natural (NBO) charge analysis, in e, for atoms 1 through 6:
1. C 0.43
2. H 0.21
3. C 0.02
4. H 0.20
5. C -0.85
6. N -0.18

---

# 3
DFT (wB97M-V/def2-TZVPD) results for a single C5H6O molecule.

Summary:
LUMO in hartree: 0.043
Kohn-Sham gap in eV: 10.58
SMILES: C1=C[C@H]2O[C@H]2C1
Energy relative to the best compared isomer or geometry (same formula, charge and spin) in kcal per mole: 39.1
Total charge: 0
M in g/mol: 82.1

Positions of all 12 atoms, in Å:
H (0.38912, -1.67435, 1.33110)
C (0.80454, 0.46193, 0.74806)
C (-0.70210, -0.95254, -0.44955)
C (0.48430, 1.04331, -0.59792)
C (-0.07131, -0.77821, 0.89627)
H (-0.80985, 0.14777, -2.27841)
O (-0.00148, 1.61980, 0.62044)
H (1.71312, 0.55811, 1.35622)
C (-0.44267, 0.06763, -1.26227)
H (-0.97080, -0.49680, 1.44747)
H (-1.42590, -1.74765, -0.58766)
H (1.03304, 1.75102, -1.22376)

Results of the natural (NBO) charge analysis, in e, for atoms 1 through 6:
1. H 0.22
2. C 0.06
3. C -0.14
4. C 0.02
5. C -0.49
6. H 0.22

---

# 4
DFT (wB97M-V/def2-TZVPD) results for a molecular structure, C10H9ClCuN11O4Se.

Summary:
2S+1: 2
LUMO (spin up / spin down) in hartree: 0.092 / 0.059
Kohn-Sham gap (spin up / spin down) in eV: 8.15 / 7.21
Energy relative to the best compared isomer or geometry (same formula, charge and spin) in kcal per mole: 0.0
Total charge: -1
M in g/mol: 525.2

Positions of all 37 atoms, in Å:
C (0.82488, -1.85937, -3.72791)
H (1.94247, -3.14610, 0.07495)
H (-0.21711, 0.84861, -5.49487)
C (1.66659, -3.07143, -0.97317)
O (-1.76405, -1.67982, 2.00396)
C (0.38600, -1.08576, -4.79194)
N (-0.91795, 1.69661, 5.78527)
H (-0.76574, 3.83037, 4.35714)
Cu (-0.70578, 0.18701, 2.01147)
C (1.36499, -0.66231, -0.37947)
N (-0.13228, 4.24685, 1.88892)
H (0.23181, -1.55192, -5.75612)
C (-0.47981, 3.11356, 2.48043)
N (1.39835, -1.68272, -1.27132)
O (-1.55082, -0.33116, 0.13358)
C (0.13186, 0.28099, -4.64240)
C (-0.85081, 1.80051, 4.47543)
N (0.04557, 2.61744, 0.48384)
C (0.30940, 0.92224, -3.42651)
H (1.01004, -2.91939, -3.83757)
O (-3.48305, -1.69555, 0.36362)
C (0.99447, -1.21564, -2.51305)
N (1.02020, 0.45333, -1.04528)
N (-0.87705, 3.00542, 3.79266)
N (-0.77463, 0.60252, 3.89550)
N (-0.41384, 2.09069, 1.63719)
Cl (-2.07950, -1.64195, 0.57090)
H (0.76820, -3.66217, -1.14624)
O (-1.40456, -2.69030, -0.12320)
H (2.48351, -3.43355, -1.59847)
H (0.75431, 1.33554, -0.56584)
H (0.10466, 1.97663, -3.30069)
N (0.20218, 3.88507, 0.64087)
Se (1.69911, -0.78502, 1.43700)
N (-0.87085, 0.36364, 6.01395)
C (0.74463, 0.14692, -2.36470)
N (-0.79541, -0.28978, 4.91206)

Results of the natural (NBO) charge analysis, in e, for atoms 1 through 6:
1. C -0.24
2. H 0.25
3. H 0.21
4. C -0.42
5. O -0.86
6. C -0.22

---

# 5
DFT (wB97M-V/def2-TZVPD) results for a molecular structure, C8H36O14 in a non-equilibrium geometry.

Summary:
LUMO in hartree: -0.018
Kohn-Sham gap in eV: 7.56
Energy relative to the best compared isomer or geometry (same formula, charge and spin) in kcal per mole: 398.5
Total charge: 0
M in g/mol: 356.4

Positions of all 58 atoms, in Å:
C (21.86500, -8.24596, 18.74882)
C (22.54593, -7.22904, 17.73282)
H (18.58835, -5.61882, 17.88220)
H (15.81141, -7.69712, 19.45431)
C (20.76835, -12.68830, 18.47361)
H (14.34586, -9.39327, 20.57210)
H (19.90323, -9.47305, 18.62950)
O (22.32220, -9.59132, 18.55533)
H (19.51303, -10.23012, 17.11913)
H (19.94868, -12.20891, 20.49707)
O (19.00939, -9.78530, 18.48886)
H (16.71421, -13.48238, 17.81443)
O (21.09488, -10.56275, 19.51221)
O (19.11559, -11.73937, 20.53866)
C (15.61713, -8.59919, 18.87414)
H (15.43110, -11.72886, 16.05687)
H (14.67533, -10.47837, 19.27671)
H (22.03125, -6.27886, 17.87551)
O (18.27566, -11.49377, 17.98144)
H (18.41642, -10.63491, 18.38661)
H (21.04139, -13.68618, 18.81680)
C (15.13481, -9.69941, 19.88513)
H (17.18844, -7.08390, 17.00248)
C (17.52265, -11.27456, 16.80327)
C (16.04363, -11.88581, 16.94472)
H (18.51127, -8.99729, 18.27175)
H (18.36690, -7.91441, 20.23757)
H (19.01960, -7.11384, 19.13079)
H (22.09658, -8.00070, 19.78532)
H (20.82496, -8.01306, 18.52041)
H (24.50686, -8.00076, 17.98980)
H (18.21973, -7.08691, 17.85518)
H (21.65569, -12.20445, 20.53345)
O (20.12230, -10.48456, 16.42609)
O (21.08449, -12.49676, 17.11262)
O (19.19671, -7.79986, 19.77441)
H (15.60086, -11.50575, 17.86538)
H (19.12998, -11.15731, 19.77890)
H (16.58001, -9.41502, 21.08985)
H (22.32200, -9.85602, 17.63254)
H (20.84936, -11.58644, 16.91862)
C (21.58712, -11.93872, 19.47856)
H (19.70013, -12.48936, 18.55983)
H (22.60354, -11.76857, 19.12353)
H (17.12501, -8.58958, 16.85817)
O (18.51492, -6.39127, 18.44270)
H (17.32421, -10.21066, 16.67351)
O (16.00262, -13.27403, 17.20466)
O (16.74329, -9.07649, 18.15374)
O (24.02889, -7.17339, 18.08257)
H (20.56546, -9.67095, 16.18552)
O (16.16852, -10.19460, 20.70967)
H (17.15570, -9.70093, 18.75508)
H (21.83209, -9.96723, 19.66548)
H (18.09351, -11.58831, 15.92933)
O (17.70933, -7.87824, 17.12048)
H (14.82451, -8.33999, 18.17224)
H (22.31782, -7.43114, 16.68629)

Results of the natural (NBO) charge analysis, in e, for atoms 1 through 6:
1. C -0.10
2. C -0.09
3. H 0.48
4. H 0.16
5. C -0.15
6. H 0.18

---

# 6
DFT (wB97M-V/def2-TZVPD) results for 3 unconnected molecules or ions with the total composition C4H12ClO2S2 in a non-equilibrium geometry.

Summary:
LUMO in hartree: 0.108
Kohn-Sham gap in eV: 6.99
Energy relative to the best compared isomer or geometry (same formula, charge and spin) in kcal per mole: 0.0
Total charge: -1
M in g/mol: 191.7

Positions of all 21 atoms, in Å:
C (-0.80912, 0.19088, -2.21762)
H (0.21568, -0.06308, -2.47688)
H (-0.76858, 1.17130, -1.71550)
Cl (-0.02681, 3.35764, -0.40517)
H (2.85502, -0.25768, 3.77204)
H (1.58764, 0.99402, -0.33604)
S (2.74564, 0.70931, 1.69897)
S (-1.47005, -1.10514, -1.15144)
C (1.58426, 0.19307, 0.41397)
H (0.55695, 0.22706, 0.77706)
C (-3.20205, -0.51480, -1.04291)
H (-1.41528, 0.40165, -3.10247)
H (1.82992, -0.71633, -0.13522)
H (-3.53952, -0.23940, -2.03848)
H (2.61057, -1.66030, 2.63765)
H (1.27434, -0.54492, 3.05211)
H (-3.24524, 0.25148, -0.27072)
H (-3.80891, -1.34790, -0.68802)
O (2.20512, 1.98410, 2.27711)
O (-1.52817, -2.39419, -1.92992)
C (2.34858, -0.63677, 2.88146)

Results of the natural (NBO) charge analysis, in e, for atoms 1 through 6:
1. C -0.87
2. H 0.23
3. H 0.31
4. Cl -0.97
5. H 0.22
6. H 0.29

---

# 7
DFT (wB97M-V/def2-TZVPD) results for 2 unconnected molecules or ions with the total composition C4H11NO in a non-equilibrium geometry.

Summary:
LUMO in hartree: 0.028
Kohn-Sham gap in eV: 9.75
SMILES: C=CCCN.O
Energy relative to the best compared isomer or geometry (same formula, charge and spin) in kcal per mole: 44.5
Total charge: 0
M in g/mol: 89.1

Positions of all 17 atoms, in Å:
H (0.75461, -0.95493, 1.74126)
H (0.29526, -1.03840, -0.49691)
H (-1.33542, 1.02856, 2.14690)
N (-0.37421, 0.74683, 2.27691)
H (-0.98470, -2.34957, -2.22979)
H (1.48464, 2.65940, -0.83327)
H (-0.18233, 0.58155, 3.25636)
C (1.04650, 1.85319, -0.24975)
C (-0.18629, -0.46997, 1.46645)
H (1.36915, 1.86947, 0.78028)
C (-0.29485, -0.24833, -0.03961)
H (-0.24803, 1.06954, -1.73554)
H (0.48561, -2.83339, -2.75174)
H (-1.28060, -0.55393, -0.41372)
H (-0.93916, -1.22188, 1.74697)
C (0.10713, 1.03977, -0.70883)
O (-0.10499, -2.11016, -2.52016)

Results of the natural (NBO) charge analysis, in e, for atoms 1 through 6:
1. H 0.19
2. H 0.25
3. H 0.35
4. N -0.84
5. H 0.48
6. H 0.19